(1)
The following is a DFT calculation (ωB97M-V/def2-TZVPD) of 9 unconnected molecules or ions with the total composition C23H67N5O9 at a distorted geometry.

Each line ends with the Mulliken spin population.
Positions of all 104 atoms, in Å:
C (-1.649, -0.184, 16.312)  0.0000
C (-1.802, -0.612, 14.849)  -0.0001
C (-3.118, -1.357, 14.771)  -0.0001
O (-3.093, -2.118, 13.546)  0.0000
C (-4.373, -2.309, 12.976)  0.0000
N (-1.790, 0.580, 13.963)  0.0000
H (-2.025, -0.895, 17.047)  0.0000
H (-2.027, 0.827, 16.466)  0.0000
H (-0.570, -0.068, 16.421)  0.0000
H (-0.943, -1.242, 14.618)  0.0000
H (-3.901, -0.613, 14.628)  0.0000
H (-3.539, -2.030, 15.518)  0.0003
H (-4.791, -1.413, 12.517)  0.0000
H (-4.975, -2.730, 13.782)  0.0000
H (-4.415, -3.052, 12.180)  0.0000
H (-2.057, 0.188, 13.072)  0.0000
H (-2.549, 1.196, 14.216)  0.0000
C (-10.324, -2.471, 19.875)  0.0000
C (-10.416, -3.997, 20.017)  0.0001
C (-9.173, -4.575, 20.701)  0.0000
O (-8.030, -4.066, 20.094)  0.0001
C (-6.715, -4.556, 20.379)  0.0009
N (-11.661, -4.338, 20.632)  0.0000
H (-10.566, -1.919, 20.783)  0.0000
H (-11.201, -2.219, 19.279)  0.0000
H (-9.433, -2.010, 19.447)  0.0000
H (-10.479, -4.470, 19.037)  -0.0001
H (-9.342, -5.606, 20.389)  0.0000
H (-9.228, -4.518, 21.788)  0.0000
H (-6.538, -5.420, 19.738)  -0.0012
H (-6.504, -4.905, 21.389)  -0.0003
H (-5.894, -3.883, 20.131)  -0.0001
H (-11.890, -5.322, 20.634)  0.0000
H (-11.399, -4.175, 21.593)  0.0000
C (-4.243, -7.892, 16.171)  0.1659
C (-4.115, -8.401, 17.575)  0.0153
C (-3.347, -9.734, 17.604)  0.0118
O (-3.953, -10.866, 16.947)  -0.0005
C (-5.152, -11.355, 17.401)  0.0008
N (-3.570, -7.420, 18.496)  0.7624
H (-3.352, -7.525, 15.662)  0.0014
H (-4.900, -7.029, 16.283)  -0.0202
H (-4.726, -8.604, 15.501)  -0.0027
H (-5.136, -8.607, 17.895)  0.0257
H (-3.207, -9.912, 18.670)  -0.0027
H (-2.300, -9.549, 17.367)  -0.0019
H (-5.993, -11.024, 16.793)  -0.0006
H (-5.362, -10.934, 18.384)  0.0011
H (-5.026, -12.432, 17.283)  0.0004
H (-2.589, -7.639, 18.395)  -0.0044
H (-3.775, -6.471, 18.219)  0.0189
C (-8.056, -8.501, 13.412)  0.0000
C (-8.361, -8.831, 14.858)  0.0000
O (-9.583, -9.517, 15.033)  0.0001
H (-6.977, -8.403, 13.296)  -0.0001
H (-8.702, -7.742, 12.971)  0.0000
H (-8.143, -9.452, 12.886)  0.0000
H (-8.446, -7.931, 15.468)  -0.0003
H (-7.521, -9.370, 15.296)  -0.0004
H (-9.635, -10.420, 14.711)  0.0000
C (-8.512, -8.620, 19.164)  -0.0007
C (-9.992, -8.826, 18.629)  0.0001
O (-9.948, -8.259, 17.380)  0.0001
H (-7.639, -9.120, 18.745)  0.0003
H (-8.623, -9.007, 20.177)  0.0000
H (-8.371, -7.541, 19.098)  -0.0005
H (-10.710, -8.239, 19.202)  0.0000
H (-10.314, -9.835, 18.371)  0.0000
H (-9.897, -8.909, 16.675)  0.0000
C (-2.594, -3.766, 18.689)  0.0008
C (-3.597, -4.265, 17.724)  -0.0048
O (-2.999, -5.035, 16.623)  0.0339
H (-2.178, -4.560, 19.309)  0.0000
H (-3.095, -3.220, 19.489)  0.0001
H (-1.886, -3.130, 18.158)  -0.0006
H (-4.096, -3.383, 17.322)  0.0022
H (-4.459, -4.825, 18.089)  0.0041
H (-3.477, -4.739, 15.845)  -0.0016
C (-10.599, 1.400, 19.109)  0.0000
C (-9.769, 1.079, 17.894)  0.0000
O (-8.884, 0.066, 18.067)  0.0000
H (-10.188, 1.580, 20.102)  0.0000
H (-11.345, 0.650, 19.369)  0.0000
H (-11.124, 2.327, 18.879)  0.0000
H (-9.290, 1.961, 17.469)  0.0000
H (-10.526, 0.741, 17.187)  0.0000
H (-9.166, -0.815, 17.811)  0.0000
C (-7.873, -0.535, 15.144)  0.0000
C (-9.060, -1.304, 14.697)  -0.0001
O (-9.994, -1.254, 15.797)  0.0000
H (-7.010, -0.712, 14.502)  0.0000
H (-7.561, -0.948, 16.103)  0.0000
H (-7.999, 0.541, 15.271)  0.0000
H (-8.758, -2.328, 14.476)  0.0001
H (-9.501, -0.858, 13.806)  0.0000
H (-10.361, -2.126, 15.959)  0.0000
C (-7.205, -4.211, 16.584)  0.0001
O (-6.547, -3.843, 15.616)  0.0002
N (-7.863, -3.456, 17.375)  0.0000
N (-7.059, -5.443, 17.005)  -0.0003
H (-7.838, -2.548, 16.934)  0.0001
H (-7.933, -3.551, 18.378)  0.0000
H (-6.393, -6.001, 16.491)  -0.0028
H (-7.435, -5.765, 17.885)  -0.0003

Properties
<S²>	0.754
LUMO energy (spin up / spin down)	-2.82 / -8.79	eV
multiplicity	2
M	557.8	g mol⁻¹
net charge	+1

(2)
The following is a DFT calculation (ωB97M-V/def2-TZVPD) of 10 unconnected molecules or ions with the total composition C18H46BN4O17 at a distorted geometry.

Each line ends with the Mulliken charge.
Positions of all 86 atoms, in Å:
O (27.824, -0.162, 18.318)  -0.4533
C (27.097, -0.708, 17.546)  0.4211
O (26.055, -0.192, 16.915)  -0.8861
B (25.432, -1.229, 16.100)  1.4152
O (26.257, -2.433, 16.253)  0.0295
C (27.233, -2.194, 17.137)  0.3992
O (28.052, -2.979, 17.498)  -0.7443
O (25.407, -0.835, 14.674)  -0.5694
C (24.245, -1.111, 14.134)  0.7506
O (23.933, -1.020, 12.977)  -0.7666
C (23.282, -1.446, 15.312)  0.1159
O (24.013, -1.481, 16.421)  -0.3123
O (22.117, -1.682, 15.239)  -0.6017
O (28.926, -4.206, 20.029)  -0.6478
H (28.453, -4.243, 20.864)  0.2945
H (28.366, -3.662, 19.459)  0.3647
O (26.122, -1.280, 21.274)  -0.5972
H (26.170, -0.328, 21.166)  0.2722
H (25.331, -1.553, 20.783)  0.4314
O (27.894, 0.959, 14.760)  -0.6351
H (28.487, 0.216, 14.615)  0.3001
H (27.024, 0.632, 14.502)  0.2894
C (26.277, 0.543, 10.570)  0.4840
O (27.111, 0.888, 9.752)  -0.6829
N (24.999, 1.053, 10.624)  -0.3268
N (26.527, -0.426, 11.512)  -0.2141
H (24.421, 0.754, 11.389)  0.2579
H (24.874, 1.885, 10.081)  0.2057
H (27.403, -0.909, 11.465)  0.1640
H (25.786, -0.808, 12.080)  0.1891
C (24.439, -3.905, 19.311)  0.5314
O (24.312, -2.919, 20.014)  -0.7987
N (24.095, -3.984, 17.995)  -0.1236
N (25.107, -5.009, 19.794)  -0.3887
H (24.495, -4.750, 17.474)  0.1581
H (23.607, -3.236, 17.533)  0.0636
H (25.247, -5.829, 19.233)  0.1589
H (25.449, -4.946, 20.732)  0.2197
C (31.284, -0.521, 18.719)  -1.1968
C (31.192, -0.227, 20.198)  0.4064
C (31.840, 1.084, 20.626)  -1.2093
O (29.818, -0.300, 20.643)  -0.4794
H (30.910, -1.508, 18.442)  0.2899
H (32.294, -0.376, 18.335)  0.4017
H (30.608, 0.151, 18.168)  0.2731
H (31.617, -1.061, 20.765)  0.2939
H (32.516, 0.930, 21.473)  0.2850
H (31.102, 1.820, 20.943)  0.3195
H (32.471, 1.557, 19.867)  0.3268
H (29.315, 0.159, 19.957)  0.3135
C (20.560, 0.556, 13.450)  -1.0784
C (20.566, 1.751, 14.401)  0.3614
C (21.611, 1.596, 15.470)  -0.9166
O (20.871, 2.940, 13.644)  -0.5585
H (20.220, -0.383, 13.883)  0.2960
H (21.571, 0.338, 13.092)  0.1849
H (20.003, 0.833, 12.548)  0.4187
H (19.572, 1.905, 14.832)  0.1694
H (21.450, 0.641, 15.974)  0.2532
H (21.619, 2.429, 16.171)  0.4603
H (22.632, 1.480, 15.092)  0.1320
H (20.298, 2.961, 12.873)  0.3055
C (25.495, -4.955, 13.447)  -1.1670
C (24.813, -5.503, 14.705)  1.1181
C (24.630, -6.992, 14.607)  -1.6168
O (25.649, -5.251, 15.847)  -0.5923
H (24.925, -5.291, 12.576)  0.4638
H (26.502, -5.366, 13.405)  0.3254
H (25.508, -3.866, 13.437)  0.0460
H (23.874, -4.962, 14.884)  0.0879
H (25.646, -7.416, 14.581)  0.3521
H (24.215, -7.298, 13.647)  0.3915
H (24.116, -7.489, 15.425)  0.3709
H (25.883, -4.312, 15.839)  0.4235
C (22.717, 0.771, 18.936)  -0.6117
C (23.908, 1.463, 19.600)  1.3697
C (23.963, 2.953, 19.311)  -1.8049
O (23.835, 1.244, 21.007)  -0.6098
H (22.377, 1.418, 18.129)  -0.0667
H (21.887, 0.551, 19.608)  0.4318
H (22.977, -0.198, 18.510)  -0.0818
H (24.802, 1.015, 19.146)  -0.2833
H (24.872, 3.345, 19.807)  0.5103
H (23.135, 3.522, 19.731)  0.3680
H (24.207, 3.181, 18.272)  0.4018
H (24.491, 1.813, 21.422)  0.3538

Properties
LUMO energy	2.19	eV
M	601.4	g mol⁻¹
net charge	-1

(3)
The following is a DFT calculation (ωB97M-V/def2-TZVPD) of 3 unconnected molecules or ions with the total composition C2H13N2O2 at a distorted geometry.

Each line ends with the natural charge from an NBO analysis.
Positions of all 19 atoms, in Å:
C (0.555, 0.239, -2.246)  -0.2326
N (0.630, -1.250, -2.360)  -0.8639
C (-0.044, 0.649, -0.798)  -0.2511
N (0.709, -0.063, 0.259)  -0.6525
H (-0.157, 0.785, -3.032)  0.2189
H (1.714, 0.645, -2.357)  0.2130
H (-0.228, -1.751, -2.034)  0.3583
H (0.866, -1.743, -3.072)  0.3762
H (-1.152, 0.568, -0.636)  0.2564
H (0.225, 1.720, -0.716)  0.2308
H (0.616, -0.966, 0.413)  0.4359
H (1.757, -0.014, 0.027)  0.4374
H (0.597, 0.460, 1.180)  0.4649
H (-2.321, 1.946, 2.263)  0.4718
H (-1.331, 2.908, 1.777)  0.4828
O (-1.611, 1.919, 1.738)  -0.9510
H (-0.440, -1.213, 3.284)  0.4990
H (-0.181, -2.421, 2.450)  0.4789
O (0.061, -1.552, 2.440)  -0.9732

Properties
LUMO energy	-3.03	eV
energy above the lowest of the compared OMol25 structures with the same formula, charge and spin	255.7	kJ/mol
M	97.1	g mol⁻¹
net charge	+1

(4)
The following is a DFT calculation (ωB97M-V/def2-TZVPD) of a gas-phase ion, C4H6BrN2 (charge +1) at a distorted geometry.

Each line ends with the natural charge from an NBO analysis.
Positions of all 13 atoms, in Å:
C (-0.643, -0.292, -0.720)  -0.1087
C (0.297, -0.675, -1.651)  0.0371
C (1.078, 0.356, 0.656)  0.3414
C (-1.135, 0.576, 1.498)  -0.4168
N (-0.171, 0.195, 0.469)  -0.3094
N (1.556, -0.678, -1.295)  -0.4956
Br (3.093, -0.551, -2.185)  0.4378
H (-1.703, -0.370, -0.869)  0.2519
H (-0.013, -1.008, -2.636)  0.2606
H (1.781, 0.413, 1.453)  0.2519
H (-0.796, 0.239, 2.477)  0.2479
H (-1.240, 1.662, 1.524)  0.2515
H (-2.104, 0.134, 1.280)  0.2504

Properties
LUMO energy (spin up / spin down)	-6.01 / -5.85	eV
energy above the lowest of the compared OMol25 structures with the same formula, charge and spin	490.3	kJ/mol
M	162.0	g mol⁻¹
net charge	+1

(5)
The following is a DFT calculation (ωB97M-V/def2-TZVPD) of 4 unconnected molecules or ions with the total composition C26H57BF4N3O2 at a distorted geometry.

Each line ends with the Mulliken charge.
Positions of all 93 atoms, in Å:
C (-14.033, -16.743, -19.422)  -1.2964
C (-13.356, -15.368, -19.361)  -0.4773
C (-13.370, -14.677, -17.930)  -0.7885
N (-12.593, -13.338, -17.761)  0.8953
C (-12.914, -12.454, -18.976)  -0.3735
C (-11.048, -13.568, -17.732)  -1.1315
C (-10.533, -12.311, -17.049)  -1.2115
C (-11.627, -11.990, -16.021)  1.3515
C (-12.937, -12.745, -16.365)  -1.5400
H (-15.107, -16.564, -19.464)  0.3304
H (-13.721, -17.227, -18.497)  0.3276
H (-13.652, -17.348, -20.245)  0.3646
H (-13.859, -14.725, -20.083)  0.2553
H (-12.327, -15.434, -19.715)  0.4071
H (-12.846, -15.312, -17.216)  0.4580
H (-14.394, -14.407, -17.675)  0.3740
H (-14.000, -12.517, -19.043)  0.3262
H (-12.562, -12.898, -19.907)  0.3259
H (-12.500, -11.462, -18.794)  -1.0258
H (-10.685, -13.750, -18.744)  0.4651
H (-10.952, -14.477, -17.138)  0.3960
H (-10.546, -11.423, -17.681)  0.2856
H (-9.606, -12.405, -16.484)  0.6553
H (-11.850, -10.928, -16.126)  0.0888
H (-11.208, -12.242, -15.047)  0.2388
H (-13.937, -12.319, -16.299)  0.5125
H (-12.998, -13.554, -15.636)  0.4431
C (-10.307, -11.462, -12.619)  -1.4414
C (-10.213, -10.100, -13.203)  -0.2745
C (-9.637, -9.964, -14.716)  -0.4100
N (-10.017, -8.674, -15.465)  0.9174
C (-11.563, -8.350, -15.415)  -0.5429
C (-9.412, -8.755, -16.883)  -0.3939
C (-8.588, -7.437, -17.084)  -0.7223
C (-8.147, -7.131, -15.707)  -0.6413
C (-9.386, -7.385, -14.929)  -0.4653
H (-10.902, -12.188, -13.173)  0.1995
H (-10.783, -11.255, -11.660)  0.4312
H (-9.335, -11.940, -12.496)  0.3696
H (-9.646, -9.427, -12.560)  0.4642
H (-11.244, -9.748, -13.248)  0.1218
H (-9.851, -10.757, -15.432)  -0.4292
H (-8.548, -9.949, -14.748)  0.6959
H (-12.005, -8.525, -14.434)  0.3324
H (-12.079, -8.895, -16.206)  -0.7746
H (-11.784, -7.320, -15.692)  0.6253
H (-10.260, -8.934, -17.545)  -0.1981
H (-8.651, -9.534, -16.854)  0.4188
H (-9.101, -6.596, -17.552)  0.2894
H (-7.724, -7.669, -17.707)  0.4213
H (-7.725, -6.128, -15.637)  0.4146
H (-7.513, -7.912, -15.288)  0.3260
H (-9.989, -6.483, -15.041)  0.5269
H (-9.152, -7.636, -13.895)  0.1156
C (-16.914, -10.757, -18.860)  -1.2616
C (-16.829, -9.448, -19.607)  -0.4969
C (-16.218, -8.401, -18.617)  -1.4194
N (-15.227, -7.303, -19.213)  0.2619
C (-16.027, -6.453, -20.334)  -1.0321
C (-14.014, -7.938, -19.970)  0.5515
C (-12.863, -6.990, -19.666)  -0.9111
C (-13.281, -5.978, -18.646)  -0.4899
C (-14.643, -6.389, -18.067)  -0.7899
H (-15.892, -11.018, -18.587)  0.1634
H (-17.478, -11.532, -19.381)  0.4167
H (-17.303, -10.474, -17.882)  0.3871
H (-17.787, -9.074, -19.970)  0.5535
H (-16.398, -9.754, -20.560)  0.3622
H (-15.559, -8.864, -17.883)  1.0500
H (-17.137, -7.881, -18.346)  0.6092
H (-16.586, -7.094, -21.015)  0.3307
H (-15.477, -5.677, -20.868)  0.3734
H (-16.585, -5.813, -19.650)  0.4006
H (-14.158, -8.051, -21.044)  0.7251
H (-13.692, -8.838, -19.444)  -0.8629
H (-12.752, -6.351, -20.542)  0.5651
H (-11.864, -7.385, -19.482)  0.3765
H (-13.239, -5.083, -19.266)  0.3970
H (-12.526, -5.824, -17.874)  0.2433
H (-15.282, -5.525, -17.885)  0.6608
H (-14.545, -6.918, -17.119)  0.2887
B (-13.108, -10.978, -14.053)  -0.5683
F (-11.897, -11.136, -14.622)  0.6983
F (-13.961, -10.347, -14.926)  -0.2171
F (-13.497, -12.211, -13.602)  -0.3382
F (-12.935, -10.092, -12.991)  -0.3579
C (-13.672, -9.570, -17.610)  -1.5238
C (-12.356, -9.826, -18.283)  0.6444
O (-11.419, -10.024, -17.554)  -0.7623
O (-12.234, -10.090, -19.482)  -0.6736
H (-13.881, -10.230, -16.767)  0.5967
H (-14.476, -9.708, -18.332)  0.6404
H (-13.860, -8.548, -17.281)  0.3754

Properties
LUMO energy	-1.98	eV
M	530.6	g mol⁻¹
net charge	+1

(6)
The following is a DFT calculation (ωB97M-V/def2-TZVPD) of a single C4H6BrN3O molecule at a distorted geometry.

Each line ends with the natural charge from an NBO analysis.
Positions of all 15 atoms, in Å:
C (-1.151, -0.886, 0.150)  -0.0039
C (-1.908, 0.251, 0.234)  -0.1168
C (0.373, -0.642, -0.032)  0.6190
C (1.987, 1.205, -0.268)  -0.4217
N (-0.287, 1.319, -1.085)  -0.3741
N (0.678, 0.605, -0.540)  -0.2331
N (-1.303, -2.092, 0.785)  -0.7922
O (1.147, -1.588, 0.214)  -0.6306
Br (-3.716, 0.470, -0.075)  0.1324
H (2.790, 0.521, -0.545)  0.2360
H (2.020, 2.108, -0.865)  0.2105
H (2.150, 1.476, 0.729)  0.2062
H (-0.212, 2.248, -0.723)  0.3205
H (-2.146, -2.257, 1.243)  0.3964
H (-0.422, -2.739, 0.777)  0.4513

Properties
LUMO energy (spin up / spin down)	-0.50 / -0.43	eV
energy above the lowest of the compared OMol25 structures with the same formula, charge and spin	323.5	kJ/mol
M	192.0	g mol⁻¹
net charge	0

(7)
The following is a DFT calculation (ωB97M-V/def2-TZVPD) of a molecular structure, C5H8FO4Rb at a distorted geometry.

Each line ends with the Mulliken charge.
Positions of all 19 atoms, in Å:
C (-1.422, -0.697, 1.258)  -0.1708
O (-0.167, -0.050, 1.118)  -0.3612
C (-2.110, -0.188, 2.507)  -1.2075
H (-2.054, -0.507, 0.373)  0.2941
H (-1.245, -1.786, 1.332)  0.2746
H (-3.059, -0.722, 2.653)  0.3786
H (-1.487, -0.350, 3.397)  0.2889
H (-2.324, 0.886, 2.419)  0.3081
C (1.175, 1.562, -1.400)  0.6414
O (0.214, 0.684, -1.123)  -0.3112
C (0.658, -0.265, -0.127)  0.2717
C (2.081, 0.215, 0.171)  -0.3188
O (2.192, 1.434, -0.572)  -0.3420
O (1.283, 2.055, -2.501)  -0.5741
F (0.045, -1.126, -4.001)  -0.9542
H (0.527, -1.324, -0.374)  0.3529
H (2.225, 0.441, 1.231)  0.2455
H (2.868, -0.484, -0.127)  0.2325
Rb (0.602, 0.220, -6.233)  0.9515

Properties
LUMO energy	-0.60	eV
energy above the lowest of the compared OMol25 structures with the same formula, charge and spin	54.4	kJ/mol
M	236.6	g mol⁻¹
net charge	0

The lowest M belongs to which entry?
C2H13N2O2